# 1
Formula: C15H25AlN3O3
Source: the Open Molecules 2025 dataset
Level of theory: ωB97M-V/def2-TZVPD

* HOMO-LUMO gap: 4.374 eV

```
! wB97M-V def2-TZVPD RIJCOSX def2/J DEFGRID3
* xyz -1 1
C -6.1618 -0.8371 -2.7175
C -4.7286 -0.4085 -2.1080
C -4.7418 1.0435 -1.3920
N -3.5471 1.2405 -0.4865
Al -3.2310 3.1288 -0.1930
C -2.0825 3.4723 1.4957
C -0.4935 3.4331 1.2074
C 0.2315 2.1662 1.9014
C 1.7962 2.0464 1.5556
C 2.2267 0.4954 1.3267
N 3.6124 0.4233 0.7026
O -2.6158 4.0393 -1.7144
C -2.2920 3.0529 -2.6746
N -1.7268 2.5111 -3.5947
H -6.9867 -0.0654 -2.5561
H -6.0915 -1.1651 -3.8221
H -6.5064 -1.7854 -2.1498
H -3.9584 -0.4382 -2.9584
H -4.4692 -1.1827 -1.3009
H -5.7315 1.0819 -0.7925
H -4.7987 1.8229 -2.2254
H -3.9104 0.9218 0.4372
H -4.6802 3.7450 0.1617
H -2.2983 2.6629 2.2764
H -2.4079 4.4730 1.9767
H -0.2442 3.5510 0.0994
H -0.0480 4.3668 1.7293
H 0.1561 2.3461 3.0390
H -0.2852 1.1725 1.6710
H 2.0459 2.6993 0.6441
H 2.4814 2.4093 2.4141
H 2.3266 -0.0619 2.3338
H 1.4479 -0.0804 0.7123
H 4.2683 0.2997 1.4974
H 3.6312 -0.4704 0.1857
C 4.8758 -4.5796 -1.1278
C 4.9805 -3.3152 -0.7169
C 5.0963 -2.9828 0.7188
O 5.1899 -1.8292 1.0945
C 5.0930 -4.1055 1.6809
C 4.9884 -5.3697 1.2700
C 4.8727 -5.7023 -0.1658
O 4.7792 -6.8559 -0.5415
H 4.7895 -4.8412 -2.1749
H 4.9851 -2.4814 -1.4083
H 5.1793 -3.8437 2.7281
H 4.9837 -6.2034 1.9612
*
```

---

# 2
Formula: C15H25AsCl2N8O5Ru
Source: the Open Molecules 2025 dataset
Level of theory: ωB97M-V/def2-TZVPD

* relative energy (zero: lowest compared OMol25 entry of this formula, charge and spin): 0.1259 eV
* HOMO-LUMO gap (spin up / spin down): 8.260 / 7.370 eV

```
! wB97M-V def2-TZVPD RIJCOSX def2/J DEFGRID3
* xyz 1 6
Ru -0.5247 0.2036 -0.1042
N -1.6476 1.4992 1.5254
C -2.7821 0.9017 2.2624
C -3.9064 0.5056 1.3159
C -3.4496 -0.5666 0.3460
O -3.8948 -1.6882 0.3547
O -2.5330 -0.1604 -0.5213
H -0.8912 1.7796 2.1419
H -1.9473 2.3292 1.0223
H -3.1603 1.6028 3.0086
H -2.4144 0.0238 2.7921
H -4.2227 1.3739 0.7283
H -4.7560 0.1295 1.8785
N 2.4560 -1.4951 -0.1145
C 2.4409 -0.7151 -1.1988
N 3.5133 -0.7149 -1.9835
C 3.4808 0.1409 -3.0028
N 4.5236 0.1646 -3.8359
N 2.4766 1.0158 -3.2529
C 1.4515 0.9088 -2.4474
N 1.3500 0.0593 -1.4214
C 0.2637 1.7660 -2.7227
C 0.1350 2.4338 -3.9243
C -1.0483 3.1092 -4.1853
C -2.0539 3.0986 -3.2336
C -1.8297 2.4345 -2.0407
N -0.6924 1.7897 -1.7862
H 3.1795 -2.1908 -0.0495
H 1.6534 -1.5471 0.5043
H 5.2462 -0.5269 -3.7404
H 4.4989 0.7692 -4.6374
H 0.9452 2.3967 -4.6371
H -1.1899 3.6204 -5.1279
H -3.0020 3.5864 -3.4092
H -2.5881 2.4051 -1.2697
C 3.4949 3.0115 0.3607
As 2.4780 1.9525 1.5998
C 2.1817 3.0141 3.1636
C 3.7013 0.5633 2.1036
O 1.0184 1.6218 0.8617
H 4.3553 3.4614 0.8547
H 2.8514 3.7895 -0.0451
H 3.8380 2.3688 -0.4503
H 3.1306 3.4292 3.5005
H 1.7578 2.3805 3.9398
H 1.4909 3.8168 2.9161
H 4.5053 1.0566 2.6533
H 4.1085 0.0914 1.2144
H 3.2158 -0.1654 2.7415
O 0.8215 -0.0589 3.2829
N -0.0906 -0.7238 2.8818
O 0.0111 -1.0828 1.6092
Cl -1.3600 -1.2192 -3.2975
C -1.7772 -2.5484 -2.2046
Cl -0.7104 -2.5867 -0.7770
H -1.6340 -3.4781 -2.7389
H -2.7869 -2.4081 -1.8370
*
```

---

Calculated values (Eh/bohr) of strongest force on any atom for the records, taken in order: 0.107; 0.021.
Calculated values (g mol⁻¹) of molar mass for the records, taken in order: 322.37; 644.31.